1.
ORCA calculation (the ωB97M-V functional and the def2-TZVPD basis) on a structure of composition C38H32N9O7S2Tl.

Properties
Total charge   -2
Frontier orbital gap   0.242 hartree
Spin multiplicity   1

Each line ends with the Löwdin charge.
Geometry (Å):
Tl -0.68767 1.12516 0.24707  0.75
H -2.80891 -6.07553 0.83332  0.11
C -1.84863 0.14381 -3.06084  -0.10
H 4.43732 4.67551 -5.01845  0.10
C 0.42191 -4.82312 4.00071  -0.08
H 1.55208 -5.63479 5.63993  0.09
C -3.37402 -2.43240 2.05560  -0.10
H -1.16938 3.00228 -5.69339  0.11
O -2.89121 -0.13560 1.97488  -0.11
H 2.34607 1.78426 2.38458  0.10
H 2.00967 -1.43690 4.91466  0.12
H 5.94808 2.21400 -4.68627  0.08
C -2.58025 0.35957 -4.22483  -0.12
O -1.30634 -3.35287 -1.39146  0.07
H -4.23629 -5.62981 2.83505  0.09
C -4.18905 -1.18647 -3.38056  -0.06
N -1.59008 -4.27661 -0.66208  -0.34
O -0.79507 4.29440 -2.90919  -0.36
O -4.32106 -0.87456 3.56361  -0.05
H 4.56873 5.05141 0.71567  0.09
N -2.23474 -0.68908 -2.09743  0.07
C 0.68338 -2.45954 3.58430  -0.18
C 3.68767 4.42019 0.76783  -0.10
C -0.96981 2.08566 3.59482  -0.15
C -3.96389 -3.49867 2.72316  -0.02
H -0.03380 -5.77022 3.73699  0.10
C 1.48629 3.83292 -0.00710  -0.42
C -2.99026 -5.07197 1.18782  -0.03
C 1.31008 -4.74727 5.06692  -0.12
C 0.35228 -1.21431 2.82656  -0.21
C -0.32494 -0.11331 3.55679  -0.24
C -2.12332 1.26651 -5.33008  -0.51
H -0.56675 -3.74932 2.42946  0.09
H -4.56008 -3.25726 3.59394  0.11
C -3.56079 -0.99149 2.58188  -0.67
O -2.35667 0.98318 -6.50135  0.01
O 0.72739 6.06818 -2.15454  -0.35
C 2.68036 4.67739 -3.79210  -0.06
H -2.29762 0.47922 6.23450  0.10
C 5.00626 2.02794 -5.20877  -0.06
C 1.88555 -3.52754 5.39161  -0.10
C 3.63030 3.36704 1.67519  -0.10
C -3.76447 -0.34492 -4.39097  -0.02
N 2.00177 -2.93905 -0.98750  0.03
H 4.45363 3.13177 2.33615  0.08
H 1.18027 1.91008 -2.54783  0.05
O -1.23823 -5.43488 -0.85027  0.03
H 2.63609 5.49926 -0.76396  0.09
H -5.11739 -1.73758 -3.45941  0.10
H 3.01457 0.83372 -3.75805  0.09
C 2.46670 2.61739 1.69794  -0.16
C -2.59886 -2.68280 0.92742  0.03
S 1.77897 -0.30521 -1.07680  0.48
N -0.30529 1.10296 3.00331  0.04
H -0.88938 0.63060 -2.90540  0.08
C -3.77544 -4.80889 2.29863  -0.08
H 2.58202 -3.45629 6.21891  0.09
C 0.11613 -3.68994 3.26349  -0.02
N 0.60895 -1.03853 1.58020  0.01
C -1.68406 1.92725 4.77041  -0.07
C 1.56734 -1.82136 -0.30221  -0.93
H -0.93946 3.04487 3.08516  0.11
N 1.12953 -2.09916 0.91294  -0.01
H -4.32982 -0.21393 -5.30475  0.11
N 1.43157 2.84124 0.90076  0.04
H -2.23076 2.75831 5.19521  0.09
C 1.87981 2.51661 -3.11007  -0.07
C -2.42718 -3.99495 0.52127  -0.16
H 2.57753 5.75418 -3.76341  0.10
C 2.62304 4.67123 -0.06992  -0.03
C 3.71520 4.06526 -4.48449  -0.06
C -1.01374 -0.36278 4.74359  -0.02
H -3.68708 -1.97851 -1.43877  0.10
H -1.42079 2.74819 -4.01453  0.06
N -1.49245 2.39327 -4.96164  0.20
H -2.12887 -1.86021 0.39878  0.10
C 2.92240 1.91339 -3.79532  -0.04
H 2.03706 -2.79987 -1.98335  0.05
C -3.39029 -1.32200 -2.25164  -0.14
C 1.76016 3.89834 -3.10720  -0.27
H -1.04816 -1.36332 5.15227  0.12
C 3.85264 2.67915 -4.49101  -0.28
H 1.55260 -3.79251 -0.68844  0.07
H 5.11218 2.41591 -6.22414  0.07
S 0.41964 4.64718 -2.18977  0.54
H 4.86886 0.94857 -5.26891  0.07
C -1.71126 0.66804 5.34421  -0.07
N 0.38364 3.91271 -0.81555  -0.15
C 1.56789 -2.39275 4.65630  -0.04

2.
ORCA calculation (the ωB97M-V functional and the def2-TZVPD basis) on a structure of composition C4H7AgO2.

Properties
Frontier orbital gap (spin up / spin down)   0.186 / 0.186 hartree
Spin multiplicity   1

Each line ends with the natural charge from an NBO analysis.
Geometry (Å):
H -4.38315 0.30821 1.41747  0.20
O -0.21403 0.63075 0.60487  -0.60
H -0.78102 -1.32930 0.86459  0.18
H -2.28650 0.78270 1.59786  0.25
Ag 3.87980 -0.09651 0.44355  0.77
H -2.54390 -0.18258 -0.93364  0.22
C -3.52216 0.62447 0.81784  -0.65
O 1.52654 -0.27376 1.57698  -0.81
C -2.86687 -0.44778 0.08126  -0.33
C -1.14798 -0.32112 1.10995  -0.21
H -3.19146 -1.45686 0.36646  0.20
H -1.09908 -0.38108 2.20666  0.21
H -3.74760 1.52127 0.22902  0.21
C 1.09015 0.30111 0.55272  0.36

3.
ORCA calculation (the ωB97M-V functional and the def2-TZVPD basis) on the ion C7H8NO2 with charge +1.

Properties
Total charge   +1
SMILES   O=C[C@@H](O)[n+]1ccccc1
Frontier orbital gap   0.344 hartree
Spin multiplicity   1

Each line ends with the natural charge from an NBO analysis.
Geometry (Å):
C 0.45780 -0.75510 -1.08785  0.07
O -1.08087 2.13481 -0.20079  -0.70
H -0.12621 -1.12907 -1.91508  0.25
N -0.08519 0.10907 -0.19870  -0.28
H 3.27863 -1.65216 0.47491  0.26
H -1.30506 0.73783 -1.60942  0.19
C 0.55378 0.37469 0.97118  0.10
H 0.01923 1.04251 1.75994  0.27
C -2.63406 0.28236 -0.01221  0.40
C 1.72619 -0.25898 1.37269  -0.22
H 2.27937 -0.10764 2.27060  0.27
H -2.78124 -0.88934 -0.08654  0.14
C 2.39006 -1.04806 0.36580  -0.06
C 1.63660 -1.34870 -0.79993  -0.24
H -1.80507 2.69806 0.24677  0.54
C -1.31645 0.84872 -0.51908  0.17
O -3.41910 0.92338 0.58371  -0.44
H 2.21159 -1.96238 -1.61601  0.27

4.
ORCA calculation (the ωB97M-V functional and the def2-TZVPD basis) on an isolated molecule of C5H5Br2NO2.

Properties
Frontier orbital gap (spin up / spin down)   0.315 / 0.243 hartree
Spin multiplicity   1

Each line ends with the natural charge from an NBO analysis.
Geometry (Å):
N -0.20261 3.09322 2.54951  -0.27
H -1.62289 -0.45113 -0.51998  0.21
H -0.01423 -0.96440 -1.03301  0.20
C 1.16981 1.07421 1.81252  0.15
C -0.50415 -0.46292 1.15077  -0.10
O -0.38309 1.16574 -0.73695  -0.52
C 0.43563 2.22644 2.18336  0.13
O 0.78071 -0.18108 1.72662  -0.49
C 0.77964 1.58935 -1.17122  -0.04
C -0.61023 -0.24275 -0.38198  -0.09
Br 0.89078 3.38059 -1.75824  0.06
Br 2.99500 1.46388 1.64798  0.12
H -0.60400 -1.59296 1.36806  0.23
H -1.16886 0.27802 1.72060  0.21
H 1.65832 0.95233 -1.56682  0.19

5.
ORCA calculation (the ωB97M-V functional and the def2-TZVPD basis) on the ion C5H10N with charge +1.

Properties
Total charge   +1
Frontier orbital gap   0.363 hartree
Spin multiplicity   1

Each line ends with the natural charge from an NBO analysis.
Geometry (Å):
H -1.61445 -1.47280 0.75053  0.27
C -1.00004 -0.65237 0.55739  -0.35
C 0.81669 1.06775 -0.34908  -0.34
H 1.30380 1.46265 0.57052  0.24
H 2.34128 -1.26296 0.71411  0.26
N -0.60284 1.46241 -0.57333  -0.51
C 0.23072 -0.96055 0.33929  0.25
C 1.52207 -1.74129 0.22308  -0.69
H 1.38907 -2.80990 0.53695  0.26
H -0.63288 2.39083 -0.29220  0.44
H 1.74749 -1.75366 -0.89010  0.25
C -1.54547 0.62197 0.27195  -0.25
H -0.81619 1.36127 -1.62196  0.46
H -2.03701 1.07337 1.18037  0.26
H 1.33622 0.74116 -1.13534  0.21
H -2.43845 0.47211 -0.28220  0.24

Values of relative energy (zero: lowest compared OMol25 entry of this formula, charge and spin), in order: 2.39; 116.44; 0.00; 65.75; 84.11, all in kcal per mole.